No. 1
{"formula": "C6H7NO3", "method": "wB97M-V/def2-TZVPD", "homo_lumo_gap_ev": 7.62, "total_charge": 0, "e_lumo_ev": 0.0, "homo_ev": -7.61, "symbols": ["C", "C", "C", "C", "C", "C", "N", "O", "O", "O", "H", "H", "H", "H", "H", "H", "H"], "coordinates": [[-3.587, 0.172, -0.234], [-2.743, -0.525, -0.984], [-0.145, -1.239, 1.614], [-1.457, -1.155, -0.451], [2.162, 0.372, -0.544], [3.437, -0.209, -0.534], [1.008, -0.895, 1.444], [-1.305, -0.898, 0.855], [-0.638, -1.670, -1.215], [1.150, 0.334, 0.088], [-3.287, 0.065, 0.808], [-4.483, 0.574, -0.590], [-2.795, -0.483, -2.067], [-0.428, -1.930, 2.465], [4.292, 0.521, -0.979], [3.113, -1.130, -1.107], [3.732, -0.448, 0.567]]}

No. 2
{"formula": "C5H8N2O2", "method": "wB97M-V/def2-TZVPD", "homo_lumo_gap_ev": [8.60, 8.60], "total_charge": 0, "e_lumo_ev": [-1.1, -1.1], "homo_ev": [-9.68, -9.68], "symbols": ["C", "C", "C", "C", "C", "N", "N", "O", "O", "H", "H", "H", "H", "H", "H", "H", "H"], "coordinates": [[-0.416, 1.362, 0.924], [0.424, 0.549, 0.297], [1.874, 1.072, 0.463], [-1.491, -1.039, -0.220], [0.014, -0.749, -0.405], [1.484, 2.173, 1.341], [2.114, 3.351, 1.373], [1.610, 4.284, 1.980], [3.216, 3.372, 0.813], [-1.460, 1.699, 1.028], [2.534, 0.334, 1.045], [2.346, 1.523, -0.348], [-1.657, -1.597, 0.626], [-1.796, -1.778, -0.949], [-2.271, -0.193, -0.248], [0.252, -0.580, -1.474], [0.590, -1.616, -0.140]]}

No. 3
{"formula": "C3H26N2O11", "method": "wB97M-V/def2-TZVPD", "homo_lumo_gap_ev": 9.00, "total_charge": 0, "e_lumo_ev": 0.1, "homo_ev": -8.88, "symbols": ["C", "C", "N", "C", "N", "H", "H", "H", "H", "O", "H", "H", "O", "H", "H", "O", "H", "H", "O", "H", "H", "O", "H", "H", "O", "H", "H", "O", "H", "H", "O", "H", "H", "O", "H", "H", "O", "H", "H", "O", "H", "H"], "coordinates": [[0.523, 0.197, -3.032], [1.206, 0.358, -1.807], [1.762, -0.921, -1.486], [1.432, -1.771, -2.484], [0.641, -1.165, -3.364], [0.029, 0.828, -3.707], [1.115, 1.013, -1.012], [2.187, -1.045, -0.585], [1.883, -2.681, -2.790], [2.829, -2.738, 0.919], [3.223, -2.971, -0.024], [3.633, -2.309, 1.407], [-1.230, -3.104, -1.640], [-0.632, -2.966, -2.509], [-1.931, -3.762, -1.981], [-1.051, -1.914, 0.752], [-0.966, -2.550, -0.027], [-0.353, -1.883, 1.245], [-1.907, 0.598, -0.919], [-1.907, -0.232, -0.483], [-1.291, 1.124, -0.434], [-3.285, -1.363, -2.555], [-3.210, -0.463, -2.820], [-2.485, -1.751, -2.508], [0.425, 3.221, 1.997], [1.361, 3.467, 2.069], [-0.142, 3.688, 2.703], [-1.285, -0.823, 3.167], [-1.956, -0.817, 3.789], [-1.594, -1.649, 2.555], [-2.132, 3.067, 3.009], [-2.119, 3.081, 2.023], [-1.958, 2.173, 3.228], [-1.147, 3.631, -0.336], [-0.303, 3.153, -0.740], [-1.820, 3.218, -0.926], [3.302, 1.041, 0.508], [3.994, 1.555, 1.105], [2.528, 0.821, 1.054], [1.246, 0.868, 2.250], [0.682, 1.591, 1.867], [0.702, 0.182, 2.522]]}

No. 4
{"formula": "C5H6N2O", "method": "wB97M-V/def2-TZVPD", "homo_lumo_gap_ev": 9.79, "total_charge": 0, "e_lumo_ev": 0.0, "homo_ev": -9.78, "symbols": ["O", "C", "C", "C", "C", "N", "C", "N", "H", "H", "H", "H", "H", "H"], "coordinates": [[-2.939, 0.229, -0.611], [-2.082, -0.248, 0.281], [-0.699, -0.001, -0.142], [0.424, -0.882, 0.400], [1.752, -0.944, -0.424], [2.129, 0.487, -0.523], [1.248, 1.147, 0.189], [0.301, 0.422, 0.906], [-2.342, -0.685, 1.364], [-0.773, 0.422, -1.157], [0.191, -1.661, 1.078], [2.493, -1.373, 0.266], [1.741, -1.689, -1.334], [1.327, 2.350, 0.162]]}

No. 5
{"formula": "C53H44BrN10O5Rb", "method": "wB97M-V/def2-TZVPD", "homo_lumo_gap_ev": [5.44, 5.44], "total_charge": -2, "e_lumo_ev": [3.5, 3.5], "homo_ev": [-1.90, -1.90], "symbols": ["Rb", "O", "C", "O", "C", "C", "C", "C", "C", "C", "C", "C", "C", "N", "H", "H", "H", "H", "H", "H", "Br", "C", "C", "C", "C", "C", "C", "C", "C", "C", "C", "H", "H", "H", "H", "H", "H", "O", "C", "C", "C", "C", "C", "C", "C", "C", "C", "C", "C", "C", "C", "C", "C", "H", "H", "H", "H", "H", "H", "H", "H", "H", "H", "H", "N", "N", "N", "C", "N", "N", "H", "H", "H", "N", "C", "O", "C", "C", "C", "N", "C", "C", "H", "H", "H", "H", "H", "H", "C", "N", "N", "C", "O", "C", "C", "C", "C", "C", "C", "C", "C", "C", "H", "H", "H", "H", "H", "H", "H", "H", "H", "H", "H", "H"], "coordinates": [[-0.054, 0.358, 0.448], [1.292, 0.096, 5.270], [0.858, 0.332, 4.111], [0.905, -0.397, 3.097], [0.284, 1.741, 3.882], [-0.102, 2.601, 4.954], [-0.415, 3.874, 4.695], [-0.537, 4.318, 3.360], [-1.040, 5.611, 3.042], [-1.158, 5.951, 1.706], [-0.687, 5.107, 0.662], [-0.227, 3.840, 0.973], [-0.188, 3.432, 2.335], [0.248, 2.173, 2.653], [0.004, 2.206, 6.017], [-0.736, 4.554, 5.493], [-1.399, 6.305, 3.793], [-1.548, 6.928, 1.430], [-0.856, 5.377, -0.368], [-0.063, 3.095, 0.187], [-3.334, 2.510, -0.122], [-2.971, 3.479, -1.720], [-3.858, 4.451, -2.113], [-3.636, 5.219, -3.265], [-2.545, 4.980, -3.997], [-1.534, 4.037, -3.641], [-0.314, 3.973, -4.326], [0.616, 3.044, -3.805], [0.343, 2.211, -2.702], [-0.814, 2.259, -2.027], [-1.794, 3.201, -2.498], [-4.699, 4.741, -1.485], [-4.333, 5.987, -3.596], [-2.385, 5.594, -4.884], [-0.075, 4.574, -5.148], [1.596, 2.921, -4.227], [1.117, 1.522, -2.420], [-8.435, 5.103, 5.145], [-8.460, 4.514, 6.098], [-6.366, -1.465, 2.310], [-5.599, -0.479, 1.669], [-4.466, -0.806, 0.916], [-4.102, -2.182, 0.759], [-4.999, -3.119, 1.282], [-6.121, -2.803, 2.048], [-2.961, -2.382, -0.132], [-2.291, -3.471, -0.528], [-2.681, -4.788, -0.044], [-3.748, -5.505, -0.673], [-4.061, -6.756, -0.256], [-3.418, -7.339, 0.880], [-2.410, -6.638, 1.504], [-1.999, -5.410, 1.002], [-7.142, -1.063, 2.949], [-5.940, 0.564, 1.781], [-3.860, -0.106, 0.340], [-4.839, -4.161, 1.199], [-6.786, -3.591, 2.489], [-2.639, -1.421, -0.584], [-4.301, -5.060, -1.515], [-4.800, -7.358, -0.831], [-3.701, -8.353, 1.116], [-1.896, -7.060, 2.378], [-1.260, -4.825, 1.488], [-2.266, -3.360, -3.891], [-1.859, -2.143, -4.416], [-1.246, -1.153, -3.775], [-1.381, -0.142, -4.573], [-2.047, -0.538, -5.726], [-2.329, -1.808, -5.604], [-1.685, -3.554, -3.110], [-3.185, -3.182, -3.467], [-1.135, 0.915, -4.471], [0.541, -6.625, -1.093], [1.627, -6.141, -0.452], [2.426, -6.895, 0.048], [1.709, -4.660, -0.399], [1.712, -4.046, 0.818], [1.842, -2.688, 0.900], [1.999, -1.912, -0.200], [1.939, -2.480, -1.396], [1.804, -3.831, -1.525], [0.390, -7.584, -0.954], [-0.275, -6.000, -1.240], [1.622, -4.663, 1.717], [1.861, -2.176, 1.904], [2.159, -1.831, -2.208], [1.843, -4.247, -2.537], [6.721, 0.138, 1.824], [5.571, 0.893, 1.480], [5.203, 0.931, 0.116], [3.786, 0.961, 0.039], [3.184, 1.132, -0.981], [3.329, 0.831, 1.397], [4.363, 0.726, 2.216], [4.415, 0.737, 3.705], [5.976, 1.503, -0.874], [6.878, 2.516, -0.570], [7.541, 3.203, -1.599], [7.275, 2.889, -2.937], [6.403, 1.842, -3.178], [5.746, 1.134, -2.177], [7.636, 0.441, 1.309], [6.686, -0.924, 1.705], [6.898, 0.155, 2.895], [2.308, 0.812, 1.777], [3.353, 0.629, 4.089], [4.931, 1.688, 3.973], [5.018, -0.109, 4.133], [7.009, 2.879, 0.419], [8.249, 3.996, -1.323], [7.671, 3.511, -3.755], [6.087, 1.628, -4.186], [5.016, 0.363, -2.402]]}

Calculated energy relative to the best compared isomer or geometry (same formula, charge and spin) (eV), listed in the same order as above: 6.206; 8.977; 3.268; 3.266; 1.075